No. 1
{
  "formula": "HOP",
  "method": "ωB97M-V/def2-TZVPD",
  "gap_ev": 8.23,
  "smiles": "O=P",
  "e_lumo_ev": -1.995,
  "homo_ev": -10.230,
  "relative_energy_ev": 1.3031,
  "e_tot_ha": -417.100345,
  "elements": ["O", "P", "H"],
  "positions_angstrom": [[-1.15542, 0.59328, -0.00655], [0.03229, -0.71496, -0.00627], [1.12314, 0.12168, 0.01282]],
  "atomic_forces_ev_per_a": [[5.1, -5.9, 0.0], [-6.2, 5.4, 0.0], [1.1, 0.6, 0.0]]
}

No. 2
{
  "formula": "C33H29AuN5O3SSeSi",
  "method": "ωB97M-V/def2-TZVPD",
  "gap_ev": 7.98,
  "e_lumo_ev": -3.584,
  "homo_ev": -11.561,
  "relative_energy_ev": 0.1034,
  "e_tot_ha": -4999.037765,
  "charge": 1,
  "elements": ["Au", "Se", "N", "C", "C", "C", "C", "C", "N", "C", "C", "N", "C", "C", "C", "C", "C", "N", "H", "H", "H", "H", "H", "H", "O", "C", "N", "C", "O", "C", "C", "C", "C", "C", "C", "H", "H", "H", "H", "C", "C", "C", "C", "C", "C", "C", "S", "C", "O", "H", "H", "H", "H", "H", "H", "H", "H", "H", "H", "C", "Si", "C", "C", "C", "C", "H", "H", "H", "H", "H", "H", "H", "H", "H"],
  "positions_angstrom": [[0.83624, 0.19697, -0.67770], [-5.26569, -2.60452, 3.54103], [-4.22383, -3.16517, 2.20462], [-3.38744, -2.19657, 1.94501], [-2.36898, -2.27783, 0.90675], [-2.28081, -3.39581, 0.08255], [-1.30867, -3.44339, -0.89299], [-0.45057, -2.36654, -1.01471], [-0.52701, -1.29522, -0.21759], [-1.47602, -1.21151, 0.73646], [-1.58124, -0.00244, 1.57443], [-0.69413, 0.97964, 1.39003], [-0.79461, 2.09352, 2.09670], [-1.78679, 2.28801, 3.05381], [-2.68898, 1.27359, 3.28113], [-2.59558, 0.09734, 2.53565], [-3.50367, -1.01623, 2.75072], [-4.43451, -1.03090, 3.66677], [-2.98822, -4.20188, 0.22505], [-1.21095, -4.28138, -1.56699], [0.32060, -2.34160, -1.77242], [-0.04868, 2.84957, 1.87817], [-1.83709, 3.21748, 3.60276], [-3.47177, 1.36445, 4.02247], [1.78066, 3.23784, 0.25651], [2.42391, 2.72798, -0.63322], [2.17684, 1.50310, -1.20838], [3.13837, 1.12824, -2.14106], [3.13936, 0.06090, -2.69915], [4.08845, 2.27592, -2.21836], [5.21433, 2.46477, -2.99133], [5.90192, 3.66534, -2.82969], [5.46976, 4.62849, -1.92403], [4.33240, 4.42863, -1.14486], [3.65681, 3.23966, -1.31417], [5.54369, 1.71149, -3.69378], [6.78846, 3.85535, -3.41981], [6.02955, 5.54911, -1.82670], [3.98746, 5.17112, -0.43827], [-1.53959, -4.55963, 4.35176], [-0.62587, -3.48778, 3.83624], [-0.67274, -2.19795, 4.36056], [0.17779, -1.20878, 3.88932], [1.09343, -1.52192, 2.89440], [1.16089, -2.79963, 2.35427], [0.29819, -3.77039, 2.82722], [2.11256, -0.20230, 2.30680], [3.72250, -0.77342, 2.82992], [2.24562, -0.40401, 0.78597], [-2.43809, -4.13333, 4.79446], [-1.03604, -5.14974, 5.12028], [-1.83908, -5.24257, 3.55726], [-1.39027, -1.96018, 5.13686], [0.12086, -0.19907, 4.27990], [1.86727, -3.02172, 1.56314], [0.34006, -4.77010, 2.41183], [3.91754, -1.74430, 2.37922], [3.72872, -0.83744, 3.91707], [4.44373, -0.03465, 2.48755], [-3.70227, 0.76561, -4.31101], [-1.99312, 1.47567, -4.59466], [-2.05091, 3.34087, -4.68611], [-1.19237, 0.73973, -6.11488], [-0.94518, 1.00778, -3.13370], [-0.26162, 0.70060, -2.18554], [-4.38048, 1.05465, -5.11600], [-4.12324, 1.12633, -3.37112], [-3.67214, -0.32484, -4.27491], [-2.65405, 3.66861, -5.53473], [-1.04881, 3.75604, -4.80449], [-2.48451, 3.76481, -3.77906], [-1.72907, 1.04634, -7.01512], [-1.19610, -0.35059, -6.07727], [-0.15722, 1.06980, -6.21083]],
  "atomic_forces_ev_per_a": [[-0.2, 0.1, 0.5], [0.2, 0.1, -0.1], [-0.1, 0.0, 0.1], [0.0, 0.0, 0.1], [0.1, 0.0, 0.0], [0.1, 0.0, 0.0], [0.0, 0.0, 0.0], [0.0, 0.1, 0.1], [-0.1, -0.1, -0.2], [-0.1, -0.2, -0.1], [-0.2, 0.2, 0.2], [0.0, -0.3, -0.1], [0.2, 0.0, -0.1], [-0.1, 0.0, 0.1], [0.0, 0.0, 0.0], [0.1, 0.2, -0.1], [-0.1, 0.0, 0.0], [-0.1, -0.1, 0.0], [0.0, 0.0, 0.0], [0.0, 0.0, 0.0], [0.0, 0.0, 0.0], [0.0, 0.0, 0.0], [0.0, 0.0, 0.0], [0.0, 0.0, 0.0], [0.0, 0.0, 0.0], [0.1, 0.1, 0.0], [0.1, 0.0, -0.3], [-0.1, 0.0, 0.1], [0.2, 0.0, -0.2], [0.0, 0.1, 0.0], [0.0, 0.0, 0.0], [0.0, 0.0, 0.0], [0.0, 0.0, 0.0], [0.0, 0.0, 0.0], [0.0, 0.0, 0.0], [0.0, 0.0, 0.0], [0.0, 0.0, 0.0], [0.0, 0.0, 0.0], [0.0, 0.0, 0.0], [0.0, 0.0, 0.0], [0.0, 0.1, 0.0], [0.0, 0.0, 0.0], [0.1, -0.1, 0.0], [-0.1, 0.1, 0.2], [0.0, 0.0, 0.0], [0.0, 0.0, 0.0], [0.1, 0.0, -0.2], [-0.1, 0.0, 0.0], [-0.1, -0.2, 0.1], [0.0, 0.0, 0.0], [0.0, 0.0, 0.0], [0.0, 0.0, 0.0], [0.0, 0.0, 0.0], [0.0, 0.0, 0.0], [0.0, 0.0, 0.0], [0.0, 0.0, 0.0], [0.0, 0.0, 0.0], [0.0, 0.0, 0.0], [0.0, 0.0, 0.0], [0.1, 0.0, 0.0], [0.0, 0.0, 0.0], [0.0, -0.1, 0.0], [-0.1, 0.0, 0.1], [-0.1, 0.0, -0.1], [0.1, 0.0, 0.0], [0.0, 0.0, 0.0], [0.0, 0.0, 0.0], [0.0, 0.0, 0.0], [0.0, 0.0, 0.0], [0.0, 0.0, 0.0], [0.0, 0.0, 0.0], [0.0, 0.0, 0.0], [0.0, 0.0, 0.0], [0.0, 0.0, 0.0]]
}

No. 3
{
  "formula": "C26H25N2O7W",
  "method": "ωB97M-V/def2-TZVPD",
  "gap_ev": [4.41, 3.59],
  "e_lumo_ev": [-12.681, -13.375],
  "homo_ev": [-17.094, -16.965],
  "relative_energy_ev": 1.9022,
  "e_tot_ha": -1707.964100,
  "charge": 3,
  "elements": ["W", "N", "C", "C", "O", "N", "C", "C", "O", "O", "H", "H", "H", "H", "H", "H", "O", "C", "C", "O", "O", "C", "C", "C", "C", "C", "C", "C", "C", "C", "C", "C", "C", "H", "H", "H", "H", "H", "H", "H", "H", "H", "H", "H", "C", "C", "O", "C", "C", "C", "C", "C", "C", "H", "H", "H", "H", "H", "H", "H", "H"],
  "positions_angstrom": [[0.14381, -0.92302, 0.22854], [1.73411, -2.76993, 0.75239], [0.97191, -3.94664, 1.28096], [-0.55069, -3.72247, 1.32096], [-1.30981, -4.53522, 1.75100], [-0.92339, -2.45578, 0.85701], [-2.37732, -2.18963, 0.97917], [-2.57472, -0.67238, 1.02272], [-3.56885, -0.05921, 1.16988], [-1.32601, -0.07991, 0.85276], [2.55847, -2.64493, 1.35160], [2.12968, -3.06248, -0.15364], [1.14661, -4.85189, 0.68518], [1.28339, -4.18447, 2.30412], [-2.93415, -2.60388, 0.12200], [-2.78312, -2.67336, 1.87920], [1.28910, 0.82549, -1.34278], [0.23140, 0.58344, -2.32230], [-0.10820, -0.85329, -1.93502], [-1.24685, -1.26958, -1.66605], [0.88032, -1.53843, -1.42371], [-1.01190, 1.37544, -1.86987], [-0.94161, 2.08647, -0.66009], [-2.06233, 2.76474, -0.19760], [-3.26093, 2.71001, -0.88877], [-3.34759, 1.95620, -2.04636], [-2.23630, 1.28463, -2.52945], [0.78381, 0.57934, -3.75527], [-0.03738, 0.45291, -4.87239], [0.52084, 0.34690, -6.13863], [1.89796, 0.35890, -6.30267], [2.72039, 0.48591, -5.19300], [2.17046, 0.56491, -3.92307], [1.81985, 1.57636, -1.67352], [-0.00753, 2.19056, -0.09551], [-1.99403, 3.34196, 0.70958], [-4.12253, 3.24290, -0.51905], [-4.28411, 1.87720, -2.57546], [-2.34870, 0.67891, -3.41263], [-1.10912, 0.43242, -4.78776], [-0.12973, 0.23265, -6.99283], [2.32861, 0.24149, -7.28519], [3.79203, 0.50738, -5.31088], [2.84785, 0.60032, -3.08119], [3.03088, 1.48183, 2.32407], [1.77574, 0.71663, 2.36663], [1.42535, 0.02243, 1.29700], [0.92945, 0.66385, 3.50992], [-0.10450, -0.31390, 3.56196], [-0.97841, -0.34508, 4.61994], [-0.84615, 0.57523, 5.66764], [0.19362, 1.49877, 5.66421], [1.07791, 1.55049, 4.60763], [3.56758, 1.30140, 1.39370], [3.66825, 1.22248, 3.17428], [2.85421, 2.55675, 2.42550], [-0.12391, -1.11844, 2.79473], [-1.75481, -1.09086, 4.67673], [-1.53224, 0.54046, 6.50119], [0.30370, 2.18472, 6.48993], [1.85962, 2.29229, 4.61256]],
  "atomic_forces_ev_per_a": [[1.9, -2.4, 2.5], [-0.8, -0.4, -0.4], [-0.3, -0.2, 0.2], [1.7, -1.5, 0.5], [0.1, 0.7, -0.4], [-0.5, 2.2, -0.5], [-0.2, 0.1, 0.0], [-2.1, -0.7, 0.3], [1.0, -0.5, -0.1], [0.3, 0.7, -0.1], [-0.4, 0.5, -0.1], [-0.2, 0.4, 0.2], [0.0, 0.3, 0.0], [0.0, 0.1, -0.2], [0.2, 0.2, 0.2], [0.1, 0.1, -0.2], [-0.6, 0.1, -0.9], [0.1, 0.1, -0.1], [-1.3, 1.0, -2.2], [0.3, 0.0, 0.3], [1.2, -1.2, 0.2], [0.7, 0.2, 0.0], [0.1, 0.9, -0.2], [0.3, -0.1, 0.1], [0.2, 0.2, 0.4], [0.2, -0.5, -0.6], [-0.4, 0.2, -0.1], [0.0, 0.1, 0.6], [-0.1, 0.1, -0.3], [-0.1, -0.1, 0.2], [0.0, 0.0, 0.0], [-0.1, 0.0, 0.2], [0.2, 0.0, -0.2], [-0.1, -0.1, 0.3], [-0.4, 0.0, -0.4], [0.0, 0.1, 0.1], [-0.1, 0.1, 0.0], [-0.1, 0.0, -0.1], [0.0, 0.0, 0.0], [-0.1, 0.0, 0.0], [0.0, 0.0, -0.1], [0.0, 0.1, -0.1], [0.1, 0.0, 0.0], [0.0, 0.0, 0.0], [0.4, 0.0, -0.5], [-0.8, -0.1, 1.1], [-0.1, -0.2, 0.0], [0.0, -0.4, -0.5], [0.1, -0.4, -0.1], [0.0, -0.1, -0.2], [0.2, -0.1, -0.2], [0.1, 0.1, 0.0], [-0.1, -0.1, -0.1], [0.0, 0.0, 0.1], [-0.1, -0.1, 0.0], [-0.2, 0.0, -0.1], [-0.1, 0.7, 0.9], [-0.1, -0.1, 0.0], [-0.1, 0.0, 0.1], [0.0, 0.1, 0.1], [0.1, 0.1, 0.0]]
}

No. 4
{
  "formula": "C8H16N2O4",
  "method": "ωB97M-V/def2-TZVPD",
  "gap_ev": 8.84,
  "smiles": "CC(C)(C)/C=[N+](\\[O-])O.C=C(C)[N+](=O)[O-]",
  "e_lumo_ev": -0.470,
  "homo_ev": -9.311,
  "relative_energy_ev": 9.0297,
  "e_tot_ha": -724.613943,
  "elements": ["C", "C", "C", "C", "C", "N", "O", "O", "H", "H", "H", "H", "H", "H", "H", "H", "H", "H", "H", "C", "C", "C", "N", "O", "O", "H", "H", "H", "H", "H"],
  "positions_angstrom": [[1.41298, -1.86845, 0.99588], [1.48957, -0.51832, 0.22171], [2.93443, 0.06016, 0.52874], [1.29190, -0.64193, -1.22320], [0.38841, 0.45033, 0.77499], [0.38219, 1.64173, 0.37500], [0.86809, 2.19292, -0.65093], [-0.48467, 2.48491, 1.15645], [0.42390, -2.44403, 0.84661], [2.15716, -2.59287, 0.59727], [1.72626, -1.56675, 2.02508], [3.26460, 0.71794, -0.25864], [3.62592, -0.77436, 0.43455], [3.01680, 0.55884, 1.52012], [2.22207, -1.07598, -1.74429], [1.12531, 0.43487, -1.62763], [0.33558, -1.22914, -1.35942], [-0.14013, 0.30666, 1.66478], [-0.47119, 3.30017, 0.71800], [-2.82615, 0.89918, 0.63852], [-2.32570, 0.11800, -0.32044], [-2.29436, 0.45943, -1.70523], [-1.99618, -1.30227, 0.05605], [-2.05623, -1.54119, 1.23486], [-1.67687, -2.09014, -0.80281], [-2.66229, 0.46317, 1.62232], [-3.07021, 1.84335, 0.61248], [-3.24900, 0.69857, -2.27511], [-1.63970, 1.34226, -1.85356], [-1.77245, -0.32705, -2.20218]],
  "atomic_forces_ev_per_a": [[-0.5, -0.2, -0.5], [0.4, 0.4, 2.2], [-0.8, -0.2, 0.1], [-0.4, 0.6, -2.8], [2.8, -1.9, -0.2], [-1.0, 2.8, -1.4], [-0.1, 0.0, 1.1], [0.3, -2.5, 1.1], [1.3, 1.3, 0.8], [-0.2, 0.7, 0.2], [-0.8, -1.0, -0.4], [-0.2, 0.7, -0.1], [0.0, -0.2, 0.4], [0.0, -0.5, -0.7], [-1.6, 0.3, 0.7], [0.4, -2.1, 0.3], [1.4, 0.4, -0.5], [-0.7, -0.6, 1.1], [0.3, 2.1, -1.5], [2.8, -6.1, 1.3], [-2.3, 0.7, 1.3], [0.4, 1.4, -2.9], [-0.2, 1.2, 0.2], [0.2, -0.9, 0.7], [-0.1, -0.1, -0.3], [-0.7, 0.3, 0.1], [-1.4, 4.7, -0.8], [0.9, -0.6, 1.1], [-0.3, -0.3, 0.1], [0.1, -0.5, -0.9]]
}

No. 5
{
  "formula": "C3H8NO",
  "method": "ωB97M-V/def2-TZVPD",
  "gap_ev": 7.07,
  "e_lumo_ev": 4.774,
  "homo_ev": -2.294,
  "relative_energy_ev": 4.7545,
  "e_tot_ha": -248.911888,
  "charge": -1,
  "elements": ["C", "N", "C", "C", "O", "H", "H", "H", "H", "H", "H", "H", "H"],
  "positions_angstrom": [[0.05857, 0.68935, 0.22196], [1.15174, 1.80392, 0.52504], [0.83150, -0.60496, -0.08142], [-0.42508, -0.53670, -0.86701], [-1.48169, -1.13452, -0.53335], [0.46391, 1.62862, -0.47963], [-0.48902, -1.65217, 2.39669], [-0.63883, 0.55482, 1.01738], [0.57151, 2.55441, 0.91105], [1.66865, -0.51404, -0.75093], [0.87885, -1.36004, 0.67870], [-0.59060, -2.25005, 2.83531], [-0.33331, -0.27808, -1.93393]],
  "atomic_forces_ev_per_a": [[2.0, -1.8, 1.6], [-1.0, 0.4, -1.4], [-1.6, 0.3, -0.3], [-0.4, -0.8, -1.1], [-0.8, -0.3, 0.3], [1.1, 1.6, 0.1], [-0.1, -0.2, 0.1], [-0.5, 0.0, 0.5], [0.0, 0.2, -0.1], [0.6, 0.4, 0.2], [0.2, -0.3, 0.3], [0.0, 0.2, 0.0], [0.4, 0.4, -0.1]]
}

No. 6
{
  "formula": "CH7NO3P",
  "method": "ωB97M-V/def2-TZVPD",
  "gap_ev": 10.08,
  "e_lumo_ev": -3.734,
  "homo_ev": -13.812,
  "relative_energy_ev": 2.3747,
  "e_tot_ha": -663.885891,
  "charge": 1,
  "elements": ["C", "N", "O", "O", "O", "P", "H", "H", "H", "H", "H", "H", "H"],
  "positions_angstrom": [[-1.02437, -0.88243, 1.00865], [-0.51230, -1.19316, 2.11749], [0.44847, 1.93320, 0.55778], [0.36538, 2.03572, -2.25080], [0.77883, -0.21035, -0.18817], [1.36281, 1.09740, -0.42744], [-1.31545, -1.74063, 0.44042], [-1.48181, 0.10945, 0.95539], [-0.22005, 2.67504, -2.64995], [-0.11335, -2.21031, 2.32454], [-0.40458, -0.42077, 2.80384], [0.47626, 2.83548, 0.35667], [1.00010, 1.78376, -3.02949]],
  "atomic_forces_ev_per_a": [[-1.3, 0.2, -0.1], [1.9, -1.7, 2.8], [-0.7, -0.6, 0.9], [2.0, -1.0, -2.5], [-0.7, -2.8, -0.2], [1.3, 0.5, -0.1], [0.2, 0.2, -1.3], [0.4, -0.4, -0.6], [-0.6, 0.5, -0.1], [-1.2, 3.1, -0.4], [0.3, -1.2, -0.3], [0.0, 2.6, -0.1], [-1.6, 0.6, 2.1]]
}